No. 1
Entry from OMol25: 2 unconnected molecules or ions with the total composition C6H10IP at a distorted geometry (ωB97M-V/def2-TZVPD).

```
18
Properties=species:S:1:pos:R:3:forces:R:3:mulliken_charge:R:1
C -2.60722 0.22587 -0.76285 3.38 -0.90 1.70 -0.8605
C 3.99624 -0.12242 -2.43906 -0.08 3.92 1.14 -0.4849
C -0.42586 1.72782 1.04196 -0.20 -0.64 -4.52 -0.9539
C -1.58679 -0.58284 -0.39964 -1.54 0.65 -1.41 -0.0584
C 3.36379 0.46398 -1.45216 0.39 -0.05 -1.04 -0.1982
C -1.15277 -0.81341 2.25237 -1.02 -1.30 -0.58 -0.9285
P -0.43125 0.04122 0.84837 0.19 0.27 -0.97 0.6327
I 1.66049 -1.50668 0.08674 -0.70 0.24 0.44 -0.2163
H -3.30234 -0.03852 -1.43151 -2.48 -1.51 -2.47 0.3096
H -2.72056 1.20929 -0.45808 0.14 1.75 1.00 0.3454
H 4.29210 -1.04975 -2.67578 0.40 -3.54 -0.67 0.3602
H 4.61623 0.62651 -3.00443 -0.78 -0.14 0.58 0.2196
H 0.08744 1.98241 1.88180 1.24 0.94 2.63 0.3154
H -0.12728 2.41141 0.12582 -0.77 -1.66 1.84 0.2214
H -1.61266 -1.59695 -0.89114 0.73 1.04 1.04 0.2865
H -0.53477 -0.97942 3.15267 -0.45 0.37 -0.47 0.3577
H -2.08333 -0.15200 2.36105 1.18 -1.33 0.43 0.3531
H -1.43146 -1.84655 1.76387 0.37 1.90 1.33 0.2990
```
Forces are in eV/Å.

The value obtained for the gap between HOMO and LUMO (spin up / spin down) is 7.84 / 7.84 eV. The calculation puts the largest force on an atom at 4.57 eV/A.



No. 2
Entry from OMol25: a molecular structure, C6H10N at a distorted geometry (ωB97M-V/def2-TZVPD).

```
17
Properties=species:S:1:pos:R:3:forces:R:3:mulliken_charge:R:1
C 1.32682 0.64852 0.78382 -0.40 0.80 -0.84 -0.3330
C 1.18173 -1.23597 1.84324 -3.02 1.59 -3.70 -0.2601
C 0.20620 -0.31660 0.40075 -0.09 0.38 -0.26 -0.3079
C -0.76940 -0.08776 -0.61173 2.95 -1.95 3.86 1.0875
C -0.66885 1.19110 -1.36328 0.07 0.20 -0.12 -1.3331
C -1.83134 -1.05349 -0.95166 -0.17 -0.24 -0.02 -1.3379
N 1.89715 -0.18400 1.80900 0.48 -0.40 0.66 0.0472
H 2.03875 0.85497 -0.02156 0.06 -0.08 0.12 0.2943
H 0.97949 1.60728 1.18283 0.07 -0.10 0.09 0.3108
H 1.20505 -2.13490 2.42581 0.28 -0.24 0.41 0.4257
H -0.54946 2.04945 -0.70664 -0.03 0.10 0.03 0.3790
H -1.57248 1.32114 -1.95354 0.00 0.11 -0.03 0.3803
H 0.18235 1.16922 -2.04314 0.03 0.00 -0.10 0.3391
H -1.72027 -1.36770 -1.99046 -0.01 -0.01 -0.07 0.3461
H -2.80554 -0.57082 -0.87255 -0.06 0.02 0.01 0.3680
H -1.81306 -1.93008 -0.31238 -0.01 -0.06 0.01 0.3610
H 2.71285 0.03963 2.38149 -0.14 -0.12 -0.04 0.2329
```
Forces are in eV/Å.

The value obtained for the gap between HOMO and LUMO is 8.84 eV. Its net charge is +1. The calculation puts the largest force on an atom at 5.24 eV/A.



No. 3
Entry from OMol25: a gas-phase ion, C6H10N (charge +1) at a distorted geometry (ωB97M-V/def2-TZVPD).

```
17
Properties=species:S:1:pos:R:3:forces:R:3:mulliken_charge:R:1
C -2.09301 0.12868 -0.76617 -1.14 1.86 1.05 -0.1762
C -2.34015 0.17801 0.52961 0.35 -1.49 -4.01 -0.1176
C 0.14411 0.49659 0.81174 0.94 0.30 -0.29 -0.0467
C 0.12067 -1.00667 0.39806 0.17 -0.34 2.70 0.4257
C 1.07148 1.40644 0.00666 -3.39 0.85 1.17 -1.3815
C 1.21268 -1.29372 -0.52779 -0.86 -2.24 -3.10 -1.6567
N -0.97088 -0.11771 0.11662 0.18 0.56 0.57 0.1639
H -2.24144 0.49084 -1.80702 0.12 -0.66 1.01 0.3305
H -2.88750 0.30045 1.41762 -0.48 -0.01 0.92 0.4295
H -0.10583 0.87307 1.79900 -0.18 -0.57 0.08 0.3937
H -0.07787 -1.84045 1.10407 -0.06 0.95 -0.19 0.3227
H 0.60080 1.36319 -0.93746 0.23 0.24 -1.60 0.3803
H 2.00120 0.97533 -0.00188 2.50 -0.29 -0.09 0.3468
H 0.96564 2.45945 0.32137 0.58 -0.63 0.17 0.3467
H 2.09336 -1.50933 -0.01616 1.71 0.69 1.26 0.4425
H 1.31222 -0.65061 -1.37628 0.41 0.90 0.01 0.4151
H 1.19452 -2.25357 -1.07196 -1.07 -0.13 0.34 0.3814
```
Forces are in eV/Å.

The value obtained for the gap between HOMO and LUMO is 10.91 eV. Its net charge is +1. The calculation puts the largest force on an atom at 4.29 eV/A.



No. 4
Entry from OMol25: a molecular structure, C6H10N at a distorted geometry (ωB97M-V/def2-TZVPD).

```
17
Properties=species:S:1:pos:R:3:forces:R:3:mulliken_charge:R:1
C 0.74781 1.32103 0.07039 0.04 0.55 0.00 -0.8917
C -0.45298 0.65135 0.18549 -0.01 -0.74 -0.28 0.9018
C -1.76490 0.62136 -0.15666 -1.37 1.39 0.10 0.0738
C 0.10878 -0.59120 -0.30932 0.78 -0.90 0.08 -0.8190
C -2.67936 -0.45178 0.20287 0.01 -0.46 -0.05 -1.1952
C 2.52319 -0.41104 0.36197 0.53 -0.47 0.53 -0.8757
N 1.41433 0.10620 -0.45002 0.40 0.28 -0.41 0.1928
H 1.25508 2.02201 0.69974 0.17 0.27 0.04 0.3011
H -2.17034 1.44990 -0.73163 -0.02 0.12 0.10 0.4202
H -0.24549 -1.21662 -1.11481 -0.02 -0.23 -0.08 0.2928
H -2.16495 -1.30050 0.65117 -0.05 -0.02 0.02 0.4012
H -3.29641 -0.75485 -0.64112 -0.06 0.00 -0.08 0.3786
H -3.37589 -0.04765 0.94595 -0.01 0.05 0.08 0.3753
H 2.15035 -0.62378 1.36006 -0.07 0.04 0.01 0.3523
H 2.92238 -1.32526 -0.07024 -0.08 0.01 -0.10 0.3469
H 3.30996 0.33596 0.42036 -0.03 0.12 -0.10 0.3649
H 1.71845 0.21486 -1.42420 -0.19 -0.01 0.13 0.3799
```
Forces are in eV/Å.

The value obtained for the gap between HOMO and LUMO (spin up / spin down) is 7.02 / 7.25 eV. Its net charge is +1. The calculation puts the largest force on an atom at 1.95 eV/A.



No. 5
Entry from OMol25: a molecular structure, C6H10N at a distorted geometry (ωB97M-V/def2-TZVPD).

```
17
Properties=species:S:1:pos:R:3:forces:R:3:mulliken_charge:R:1
C 2.29567 0.77395 -0.04609 1.96 1.48 0.71 0.0532
C 1.86522 -0.08069 0.94363 0.13 -0.16 -0.07 -0.5590
C 1.04664 1.46962 0.24859 2.13 -3.10 -1.10 -0.6742
C 0.45360 0.17372 0.61546 -1.80 0.13 -2.18 1.3669
C -0.65191 0.00536 1.56836 -1.60 -1.41 -0.21 -1.4872
C -1.48682 -0.57677 -1.40447 -0.21 -1.85 0.91 -0.6960
N -0.02580 -0.81866 -0.98533 -1.06 0.32 0.40 -0.4623
H 3.40745 0.91194 -0.32192 -2.27 0.30 -0.30 0.3628
H 0.82628 2.44401 0.60215 -0.06 0.79 0.42 0.3244
H -0.84616 -1.04456 1.87182 0.44 0.43 -0.29 0.3672
H -1.65844 0.40594 1.31207 1.03 0.23 0.14 0.3999
H -0.23397 0.47371 2.43544 -0.08 0.51 0.83 0.4271
H -1.95898 -0.32020 -0.45673 -0.50 -0.10 -0.41 0.2474
H -1.64177 0.27053 -2.11015 0.52 -0.94 0.34 0.3039
H -1.89689 -1.62001 -1.73451 0.52 2.28 0.18 0.3175
H 0.45917 -0.64953 -1.89589 0.61 -0.37 1.50 0.3394
H 0.04672 -1.81836 -0.64243 0.23 1.46 -0.87 0.3690
```
Forces are in eV/Å.

The value obtained for the gap between HOMO and LUMO (spin up / spin down) is 8.68 / 8.68 eV. Its net charge is +1. The calculation puts the largest force on an atom at 3.92 eV/A.



No. 6
Entry from OMol25: a gas-phase ion, C6H10N (charge +1) at a distorted geometry (ωB97M-V/def2-TZVPD).

```
17
Properties=species:S:1:pos:R:3:forces:R:3:mulliken_charge:R:1
C -0.76867 -2.42786 -0.46040 1.69 4.18 1.35 -0.1439
C 1.48730 0.14092 0.54678 -0.83 0.53 1.34 -0.5987
C -0.88539 -0.23861 0.76945 -1.77 2.93 -3.71 -0.7204
C 0.78492 -0.39037 -0.64279 0.71 1.38 -1.40 -0.2184
C 0.15590 0.84291 0.25764 1.95 -2.80 0.06 0.6447
C -0.12851 2.21923 -0.18822 -2.46 -0.77 -3.27 -1.3003
N -0.28864 -1.22542 -0.16070 -1.33 -3.74 -0.36 0.1070
H -0.21606 -3.04170 -1.08619 0.88 -0.90 -1.43 0.2981
H -1.66410 -2.77493 -0.02013 -0.79 -0.08 0.60 0.2912
H 1.34067 -0.52845 1.37362 0.87 -0.07 0.65 0.1899
H 2.47874 0.59169 0.47305 -0.52 0.03 -0.30 0.3581
H -1.03206 -0.45492 1.80509 0.28 -0.45 0.54 0.3564
H -1.86799 0.08077 0.23286 1.25 -0.76 1.37 0.3839
H 1.40995 -0.42323 -1.62478 -2.01 -0.35 1.60 0.3737
H -0.98786 2.09284 -1.04259 1.58 0.58 2.20 0.3052
H 0.66144 2.63770 -0.79963 0.49 0.13 0.41 0.3334
H -0.47963 2.89942 0.56691 0.01 0.17 0.35 0.3404
```
Forces are in eV/Å.

The value obtained for the gap between HOMO and LUMO is 9.17 eV. Its net charge is +1. The calculation puts the largest force on an atom at 5.04 eV/A.



No. 7
Entry from OMol25: a molecular structure, C6H10N at a distorted geometry (ωB97M-V/def2-TZVPD).

```
17
Properties=species:S:1:pos:R:3:forces:R:3:mulliken_charge:R:1
C -0.17295 -1.94269 -0.66480 -2.58 0.14 1.40 0.5870
C 0.90930 -1.18065 -0.90456 3.56 0.97 -2.29 -0.5985
C -1.44966 -0.49781 0.14301 -0.54 -1.17 3.14 -0.7753
C -0.04816 0.16246 0.05908 1.47 -0.22 -0.57 1.5489
C 0.83581 0.28859 1.33016 2.05 2.06 -1.27 -1.5642
C -0.22361 1.43061 -0.69252 0.97 1.99 -0.95 -1.6586
N -1.28700 -1.89178 -0.24345 0.58 -1.99 -1.51 -0.3168
H 1.83237 -1.29892 -0.30939 -0.68 -0.23 -0.19 0.3178
H 1.22285 -1.17840 -2.04367 -0.91 0.69 2.18 0.3210
H -1.78836 -0.69809 1.20788 0.21 1.33 -0.94 0.3098
H -2.22859 -0.03051 -0.42960 -0.23 0.21 -0.26 0.3847
H 1.92993 0.72033 1.07722 -2.48 -1.20 0.18 0.3640
H 0.95785 -0.52015 2.00305 -0.02 -1.55 -0.05 0.4454
H 0.49853 1.04050 2.03152 -0.77 0.62 -0.26 0.4154
H -0.89282 1.96815 -0.02866 -0.36 0.42 0.31 0.4529
H -0.72208 1.48818 -1.67339 -0.08 -1.04 0.38 0.4065
H 0.62659 2.14018 -0.86190 -0.18 -1.03 0.69 0.3600
```
Forces are in eV/Å.

The value obtained for the gap between HOMO and LUMO is 9.80 eV. Its net charge is +1. The calculation puts the largest force on an atom at 4.34 eV/A.



No. 8
Entry from OMol25: 2 unconnected molecules or ions with the total composition C6H10N (ωB97M-V/def2-TZVPD).

```
17
Properties=species:S:1:pos:R:3:forces:R:3:mulliken_charge:R:1
C 1.10514 0.28631 -3.46309 0.05 0.04 -0.08 -0.1808
C -1.92473 1.18667 0.06921 0.23 -0.25 0.01 -0.7317
C -0.87445 0.91672 0.86137 -0.08 0.24 0.27 -0.2517
C -0.00419 -0.20683 0.71869 -0.22 0.22 -0.18 1.3567
C 1.31457 -0.11550 1.34157 0.36 -0.19 0.17 -1.3450
C -0.34580 -1.35866 -0.06466 -0.26 -0.52 -0.11 -1.2301
N 0.65512 -0.21366 -2.54475 0.00 0.09 -0.11 -0.3029
H 1.52641 0.75400 -4.31397 0.18 0.18 -0.39 0.3988
H -2.20070 0.56979 -0.77079 -0.04 -0.20 -0.08 0.2642
H -2.51043 2.07697 0.22380 -0.06 0.19 0.02 0.2903
H -0.61567 1.62240 1.64085 0.04 0.07 -0.01 0.3287
H 1.90633 0.63560 0.80560 -0.07 0.11 -0.10 0.3437
H 1.85680 -1.05455 1.31316 0.03 -0.03 0.06 0.3785
H 1.24489 0.26256 2.36377 -0.06 0.00 0.02 0.4189
H -1.41058 -1.55847 -0.14328 -0.03 0.03 0.01 0.4231
H 0.21029 -2.25312 0.20674 0.02 0.02 0.10 0.4215
H 0.00673 -1.09928 -1.09770 -0.06 0.00 0.38 0.4177
```
Forces are in eV/Å.

The value obtained for the gap between HOMO and LUMO is 9.57 eV. Its net charge is +1. The calculation puts the largest force on an atom at 0.59 eV/A.



No. 9
Entry from OMol25: a gas-phase ion, C6H10N (charge +1) at a distorted geometry (ωB97M-V/def2-TZVPD).

```
17
Properties=species:S:1:pos:R:3:forces:R:3:mulliken_charge:R:1
C -1.82616 0.04178 0.12381 0.75 -0.19 -0.07 1.0029
C -3.05369 0.04596 0.42054 -2.59 1.25 1.18 -1.0847
C 0.15818 0.07276 -1.37022 -0.62 1.91 -3.52 -0.7075
C 0.79127 -0.13483 -0.02680 0.39 0.94 -1.12 1.1315
C 1.36295 1.14504 0.45643 0.22 4.67 -0.53 -1.3173
C 1.42058 -1.38860 0.36094 1.95 -1.57 1.98 -1.2857
N -0.65884 -0.05279 -0.25466 -1.63 -0.39 1.74 0.0362
H -3.76082 0.79667 0.84423 1.52 0.42 -0.47 0.2821
H -3.72156 -0.76952 0.35458 0.14 -1.74 -0.38 0.2856
H 0.01876 1.10936 -1.85382 0.97 -1.46 0.95 0.3054
H -0.03913 -0.66555 -2.15675 0.61 -0.30 0.61 0.3079
H 2.24747 1.52200 -0.19839 -1.17 -1.26 1.18 0.3160
H 1.57599 1.47036 1.51936 -0.16 -1.55 -0.93 0.3864
H 0.59811 1.94726 0.16352 0.89 -0.88 0.40 0.3257
H 0.76949 -2.09299 0.88794 -0.17 0.22 -0.19 0.3709
H 2.17639 -1.07187 1.15558 -0.70 -0.83 -1.13 0.3486
H 1.94102 -1.97504 -0.42629 -0.39 0.74 0.30 0.2959
```
Forces are in eV/Å.

The value obtained for the gap between HOMO and LUMO is 11.15 eV. Its net charge is +1. The calculation puts the largest force on an atom at 4.70 eV/A.



No. 10
Entry from OMol25: 2 unconnected molecules or ions with the total composition C6H10N2 at a distorted geometry (ωB97M-V/def2-TZVPD).

```
18
Properties=species:S:1:pos:R:3:forces:R:3:mulliken_charge:R:1
C 0.11484 -1.20725 -1.42625 -1.83 -0.40 -0.51 -0.6211
C -1.37060 0.25658 -0.12628 -3.27 -0.68 -2.31 -0.3426
C -0.50603 0.93014 0.97626 1.04 -1.25 -0.46 -0.5849
C 1.87798 0.22475 0.51460 -0.90 -1.19 0.43 -0.5420
C 0.57673 -0.50658 -0.25258 5.21 3.79 1.52 0.2789
C -0.57480 -0.52722 0.70059 3.48 2.36 -0.31 -0.4767
H -0.02788 -2.28164 -1.16240 -0.64 0.58 -0.64 0.2571
H 0.47619 -1.07280 -2.41101 1.59 -0.22 -0.58 0.3113
H -2.02504 -0.94632 -1.58196 2.69 2.21 -0.70 0.3220
H -2.43550 0.03501 0.17651 0.57 1.59 -0.65 0.3242
H -1.07747 1.47693 1.62413 -1.49 0.96 1.87 0.5052
H 0.89530 0.34556 2.59720 0.26 3.12 -2.76 0.2091
H 2.45952 -0.38475 1.46829 -1.11 2.01 -3.31 0.2328
H 2.41396 0.71121 -0.40987 0.02 -1.11 2.46 0.3298
H 0.63089 0.58599 -0.63484 -1.28 -1.71 -0.66 0.2304
H -0.75567 -1.44280 1.05460 -1.17 -3.07 2.44 0.6964
N -1.11257 -0.24423 -1.58623 -3.77 -2.72 1.26 -0.5783
N 0.93213 1.38011 1.15213 0.61 -4.28 2.92 -0.5515
```
Forces are in eV/Å.

The value obtained for the gap between HOMO and LUMO is 8.27 eV. The calculation puts the largest force on an atom at 6.62 eV/A.